{"formula": "C2H7NO2Si", "method": "ωB97M-V/def2-TZVPD", "symbols": ["C", "C", "N", "O", "O", "Si", "H", "H", "H", "H", "H", "H", "H"], "coordinates": [[0.27, -1.45, 0.23], [0.64, -0.08, -0.15], [2.04, 0.20, -0.10], [2.79, -0.73, 0.07], [2.40, 1.38, -0.11], [-0.32, 1.47, 0.21], [0.32, -2.11, -0.58], [-0.75, -1.62, 0.73], [1.11, -1.64, 0.98], [0.54, 0.22, -1.98], [0.45, 2.40, 1.14], [-0.38, 2.22, -0.90], [-1.48, 0.90, 0.93]], "e_homo_ev": -10.42, "orbital_gap_ev": 9.01, "charge": 0, "energy_ha": -574.87757, "largest_force_ev_per_a": 4.67}